[1]
Here is a cluster of 2 separate species, CH6N2S2 in total at a distorted geometry from the OMol25 dataset. Energies are from the ωB97M-V functional and the def2-TZVPD basis.

The geometry in XYZ format:
```
11
Properties=species:S:1:pos:R:3:nbo_charge:R:1
S 0.12 -6.47 -2.92 -0.1562
S -0.43 -6.41 -0.79 -0.1141
H -0.95 -5.87 -3.51 0.1399
H -1.51 -5.77 -1.18 0.1304
N 1.26 2.74 1.08 -0.8357
C 0.02 3.60 1.07 0.2566
N -0.01 4.56 1.87 -0.6789
H 0.91 1.80 0.78 0.3663
H 1.77 2.79 1.98 0.3933
H -0.62 3.64 0.21 0.1563
H -0.55 5.39 1.43 0.3422
```

Output
**Spin multiplicity**: 1
**Kohn-Sham gap**: 8.53 eV
**HOMO**: -8.838 eV
**Energy relative to the best compared isomer or geometry (same formula, charge and spin)**: 37.91 kcal/mol
**E_LUMO**: -0.0113 Ha

[2]
Here is the ion CH6N3 with charge +1 at a distorted geometry from the OMol25 dataset. Energies are from the ωB97M-V functional and the def2-TZVPD basis.

The geometry in XYZ format:
```
10
Properties=species:S:1:pos:R:3:nbo_charge:R:1
C 1.94 0.08 -0.11 -0.0815
N 0.70 -0.19 0.13 -0.2319
N -0.32 0.33 -0.52 -0.3152
N -1.61 0.00 -0.09 -0.5063
H 1.91 0.75 -0.99 0.2257
H 2.80 -0.17 0.45 0.2471
H 0.59 -0.74 0.99 0.4022
H -1.88 -0.90 -0.14 0.4023
H -2.22 0.56 -0.66 0.4561
H -1.91 0.30 0.92 0.4014
```

Output
**Spin multiplicity**: 1
**Net charge**: +1
**Kohn-Sham gap**: 9.56 eV
**HOMO**: -13.500 eV
**Energy relative to the best compared isomer or geometry (same formula, charge and spin)**: 114.74 kcal/mol
**E_LUMO**: -0.1449 Ha

[3]
Here is the ion CH6N3 with charge +1 at a distorted geometry from the OMol25 dataset. Energies are from the ωB97M-V functional and the def2-TZVPD basis.

The geometry in XYZ format:
```
10
Properties=species:S:1:pos:R:3:nbo_charge:R:1
C -0.16 0.03 -0.59 0.3246
N 0.56 -0.40 0.32 -0.3684
N 0.06 0.00 -1.88 -0.7523
N 0.18 -0.17 1.63 -0.5176
H -1.01 0.73 -0.20 0.1312
H -0.56 0.53 -2.55 0.4380
H 0.61 -0.72 -2.28 0.4272
H 0.24 -0.95 2.24 0.4494
H -0.88 0.43 1.47 0.4097
H 0.95 0.52 1.84 0.4581
```

Output
**Spin multiplicity**: 1
**Net charge**: +1
**Kohn-Sham gap**: 10.82 eV
**HOMO**: -14.852 eV
**Energy relative to the best compared isomer or geometry (same formula, charge and spin)**: 77.33 kcal/mol
**E_LUMO**: -0.1482 Ha

[4]
Here is the ion CH6N3O with charge +1 at a distorted geometry from the OMol25 dataset. Energies are from the ωB97M-V functional and the def2-TZVPD basis.

The geometry in XYZ format:
```
11
Properties=species:S:1:pos:R:3:nbo_charge:R:1
C 0.04 0.24 -0.26 0.6326
N -1.10 1.19 -0.12 -0.3369
N 0.02 -0.82 -1.12 -0.8380
N 0.42 -0.12 1.24 -0.7244
O 0.22 1.47 -0.60 -0.3071
H -1.77 1.14 -0.93 0.3820
H 0.82 -0.92 -1.75 0.4240
H -0.15 -1.75 -0.78 0.4018
H 0.08 0.71 1.69 0.4690
H 1.49 -0.18 1.33 0.4605
H -0.07 -0.96 1.32 0.4366
```

Output
**Spin multiplicity**: 1
**Net charge**: +1
**Kohn-Sham gap**: 11.18 eV
**HOMO**: -15.141 eV
**Energy relative to the best compared isomer or geometry (same formula, charge and spin)**: 58.45 kcal/mol
**E_LUMO**: -0.1454 Ha

[5]
Here is a cluster of 2 separate species, CH6N3O in total at a distorted geometry from the OMol25 dataset. Energies are from the ωB97M-V functional and the def2-TZVPD basis.

The geometry in XYZ format:
```
11
Properties=species:S:1:pos:R:3:nbo_charge:R:1
C -1.67 0.28 0.09 0.5930
N -1.97 -0.85 0.38 -0.2016
N 0.77 -0.82 -0.18 -0.8934
N -1.34 1.49 0.47 -0.7875
O -1.84 -0.39 -1.10 -0.4125
H 1.19 -1.67 -0.60 0.4598
H 1.63 -0.31 0.04 0.4485
H 0.15 -0.96 0.60 0.4592
H -1.34 2.31 -0.15 0.4467
H 0.18 -0.38 -0.96 0.4657
H -1.31 1.71 1.39 0.4221
```

Output
**Spin multiplicity**: 1
**Net charge**: +1
**Kohn-Sham gap**: 10.20 eV
**HOMO**: -14.164 eV
**Energy relative to the best compared isomer or geometry (same formula, charge and spin)**: 64.00 kcal/mol
**E_LUMO**: -0.1458 Ha

[6]
Here is a cluster of 2 separate species, CH6N3O3 in total at a distorted geometry from the OMol25 dataset. Energies are from the ωB97M-V functional and the def2-TZVPD basis.

The geometry in XYZ format:
```
13
Properties=species:S:1:pos:R:3:nbo_charge:R:1
C 0.30 0.62 -0.23 0.5924
N -0.88 1.15 -0.10 -0.7277
N 0.29 -1.26 0.68 0.1696
N 1.35 0.65 -0.98 -0.2354
O 0.00 -2.04 -0.44 -0.5980
O -0.75 -1.20 1.56 -0.5472
O 2.25 -0.30 -1.03 -0.4692
H -1.35 0.87 0.73 0.4319
H -1.13 2.06 -0.25 0.4216
H 1.85 1.50 -1.29 0.4339
H -0.06 -2.99 -0.25 0.5149
H -0.41 -1.39 2.41 0.5076
H 1.82 -1.15 -1.13 0.5054
```

Output
**Spin multiplicity**: 1
**Net charge**: +1
**Kohn-Sham gap (alpha / beta)**: 9.13 / 9.13 eV
**HOMO (alpha / beta)**: -14.142 / -14.140 eV
**Energy relative to the best compared isomer or geometry (same formula, charge and spin)**: 53.82 kcal/mol
**E_LUMO (alpha / beta)**: -0.1841 / -0.1840 Ha

[7]
Here is the ion CH6N3OS with charge +1 at a distorted geometry from the OMol25 dataset. Energies are from the ωB97M-V functional and the def2-TZVPD basis.

The geometry in XYZ format:
```
12
Properties=species:S:1:pos:R:3:nbo_charge:R:1
C -0.09 0.40 -0.02 0.3315
N -0.14 1.73 -0.03 -0.7283
N -1.15 -0.41 -0.04 -0.3979
N -0.86 -1.75 -0.27 -0.6064
O 2.79 0.10 -0.35 -0.7837
S 1.37 -0.71 -0.03 0.6381
H 0.56 2.24 0.26 0.4140
H -1.05 2.26 -0.09 0.4286
H -2.12 -0.04 -0.10 0.4255
H -0.53 -2.14 0.57 0.3733
H -1.86 -2.16 -0.44 0.4034
H 3.08 0.47 0.54 0.5020
```

Output
**Spin multiplicity**: 1
**Net charge**: +1
**Kohn-Sham gap**: 10.60 eV
**HOMO**: -14.345 eV
**Energy relative to the best compared isomer or geometry (same formula, charge and spin)**: 43.56 kcal/mol
**E_LUMO**: -0.1375 Ha

[8]
Here is a cluster of 2 separate species, CH6N3OS in total at a distorted geometry from the OMol25 dataset. Energies are from the ωB97M-V functional and the def2-TZVPD basis.

The geometry in XYZ format:
```
12
Properties=species:S:1:pos:R:3:nbo_charge:R:1
C 0.23 -0.23 -0.45 0.7922
N 1.38 0.23 -0.96 -0.7816
N 0.36 -1.29 0.31 -0.7497
N -1.65 1.36 0.77 -0.5275
O -0.89 0.29 -0.71 -0.5894
S -1.85 2.92 0.47 0.6682
H 2.22 -0.29 -0.82 0.3952
H 1.52 1.20 -1.13 0.4194
H 1.37 -1.67 0.28 0.4171
H -0.40 -1.65 0.75 0.4213
H -2.44 0.73 0.54 0.4318
H -0.91 3.35 1.22 0.1030
```

Output
**Spin multiplicity**: 1
**Net charge**: +1
**Kohn-Sham gap (alpha / beta)**: 8.46 / 8.46 eV
**HOMO (alpha / beta)**: -14.796 / -14.796 eV
**Energy relative to the best compared isomer or geometry (same formula, charge and spin)**: 48.50 kcal/mol
**E_LUMO (alpha / beta)**: -0.2329 / -0.2328 Ha

[9]
Here is the ion CH6N3S with charge +1 at a distorted geometry from the OMol25 dataset. Energies are from the ωB97M-V functional and the def2-TZVPD basis.

The geometry in XYZ format:
```
11
Properties=species:S:1:pos:R:3:nbo_charge:R:1
C -0.17 -0.05 0.03 0.2965
N -1.09 0.04 1.07 -0.6722
N 0.66 -1.26 -0.28 -0.8379
N 0.55 1.27 -0.31 -0.7169
S -1.92 0.02 -0.55 0.3079
H -1.09 -0.83 1.62 0.4087
H 0.40 -1.58 -1.18 0.4028
H 0.62 -1.98 0.44 0.4081
H 0.04 1.93 0.42 0.4971
H 0.53 1.32 -1.29 0.4571
H 1.49 1.13 0.03 0.4489
```

Output
**Spin multiplicity**: 1
**Net charge**: +1
**Kohn-Sham gap**: 9.70 eV
**HOMO**: -13.861 eV
**Energy relative to the best compared isomer or geometry (same formula, charge and spin)**: 41.57 kcal/mol
**E_LUMO**: -0.1531 Ha

[10]
Here is a cluster of 3 separate species, CH6N4O2 in total at a distorted geometry from the OMol25 dataset. Energies are from the ωB97M-V functional and the def2-TZVPD basis.

The geometry in XYZ format:
```
13
Properties=species:S:1:pos:R:3:nbo_charge:R:1
C -0.19 -0.35 -0.01 0.4426
H 1.63 -0.91 1.13 0.3142
H 2.17 0.10 0.04 0.3601
H 0.79 -1.69 -1.08 0.3634
H -1.20 1.17 1.00 0.4276
H -0.33 2.66 -1.33 0.2954
H -3.04 -1.18 0.98 0.3748
N 2.04 -0.82 0.18 -0.6067
N 1.00 -0.79 -0.61 -0.4292
N -0.09 1.00 0.51 -0.3647
N -1.19 -0.95 -0.20 -0.2512
O 0.75 1.78 -0.33 -0.4451
O -2.33 -0.01 -0.28 -0.4810
```

Output
**Spin multiplicity**: 1
**Kohn-Sham gap**: 6.56 eV
**HOMO**: -9.147 eV
**Energy relative to the best compared isomer or geometry (same formula, charge and spin)**: 333.99 kcal/mol
**E_LUMO**: -0.0949 Ha

| no. | E (eV) |
| --- | --- |
| 1 | -25783.2653 |
| 2 | -5593.9691 |
| 3 | -5595.5911 |
| 4 | -7642.0517 |
| 5 | -7641.8108 |
| 6 | -11732.9071 |
| 7 | -18478.4515 |
| 8 | -18478.2370 |
| 9 | -16431.1198 |
| 10 | -11174.5278 |